1.
DFT (the ωB97M-V functional and the def2-TZVPD basis) results for one molecule with the formula C21H24N2O5S.

XYZ file:
```
53
Properties=species:S:1:pos:R:3:forces:R:3
C 1.640 -0.104 2.615 0.07 -0.07 0.00
C 0.512 0.504 2.299 -0.05 0.13 -0.03
C -0.156 1.530 3.169 -0.13 -0.49 0.30
N -0.391 2.791 2.504 -0.84 0.36 -0.30
C 0.751 3.499 1.984 0.15 0.28 -0.35
C 1.582 4.138 3.062 0.00 -0.10 -0.18
C 1.142 4.429 4.271 0.04 0.03 0.10
S -1.864 3.007 1.770 0.12 -0.06 0.04
O -1.916 4.365 1.318 0.23 -0.07 -0.21
O -2.863 2.529 2.680 0.11 -0.28 -0.12
C -1.834 1.921 0.346 -0.13 0.45 0.60
C -2.444 0.682 0.426 -0.10 -0.05 0.01
C -2.315 -0.210 -0.620 0.07 0.10 -0.05
C -1.574 0.140 -1.751 0.07 0.26 0.19
N -1.412 -0.820 -2.743 -0.46 -0.34 0.06
C -0.524 -0.823 -3.780 -0.20 -0.43 -0.13
O 0.055 0.143 -4.215 0.14 0.15 -0.16
C -0.353 -2.218 -4.391 0.26 0.31 -0.46
O -0.781 -3.278 -3.567 -0.09 -0.09 0.22
C -0.150 -3.576 -2.381 0.04 -0.14 0.15
C -0.633 -4.721 -1.757 0.09 0.21 -0.13
C -0.144 -5.135 -0.533 0.01 -0.01 0.04
C 0.845 -4.398 0.089 -0.01 -0.04 0.03
C 1.340 -3.258 -0.519 0.05 0.10 -0.06
C 0.863 -2.830 -1.752 0.03 0.16 -0.16
O 1.328 -1.712 -2.392 -0.22 -0.67 0.04
C 2.161 -0.814 -1.701 0.19 0.23 0.11
C -0.996 1.407 -1.837 0.11 0.05 -0.07
C -1.126 2.290 -0.782 -0.02 0.00 0.03
H 2.091 -0.847 1.980 0.03 -0.16 -0.17
H 2.154 0.107 3.539 0.10 0.11 0.23
H 0.008 0.284 1.366 0.03 -0.12 -0.13
H 0.453 1.710 4.061 -0.12 -0.01 -0.04
H -1.143 1.177 3.480 0.19 -0.10 0.18
H 0.351 4.287 1.340 0.26 -0.04 -0.06
H 1.382 2.833 1.375 -0.08 0.09 0.05
H 2.596 4.370 2.765 0.13 0.06 0.05
H 1.771 4.899 5.007 0.16 0.11 0.08
H 0.127 4.213 4.559 -0.23 -0.10 0.05
H -3.005 0.435 1.314 -0.09 -0.11 0.08
H -2.775 -1.186 -0.562 -0.04 -0.10 0.02
H -1.866 -1.707 -2.558 0.19 0.15 -0.07
H -0.981 -2.287 -5.286 0.10 0.05 0.11
H 0.693 -2.327 -4.693 -0.17 0.10 0.07
H -1.409 -5.272 -2.263 -0.09 -0.06 -0.08
H -0.537 -6.027 -0.071 -0.04 -0.09 0.04
H 1.238 -4.702 1.046 0.04 -0.03 0.09
H 2.118 -2.696 -0.028 0.08 0.09 0.02
H 2.264 0.041 -2.368 0.03 -0.01 0.09
H 3.147 -1.247 -1.508 -0.05 0.01 0.02
H 1.708 -0.488 -0.759 0.00 -0.02 -0.02
H -0.442 1.677 -2.721 -0.01 0.03 -0.03
H -0.689 3.275 -0.828 0.09 0.13 -0.10
```
Positions in Å, forces in eV/Å.

Output
Relative energy (zero: lowest compared OMol25 entry of this formula, charge and spin) ... 90.3 kcal per mole
E ... -1698.4595 a.u.
Molar mass ... 416.499 g mol⁻¹

2.
DFT (the ωB97M-V functional and the def2-TZVPD basis) results for one molecule with the formula C21H24N4O2S2 at a distorted geometry.

XYZ file:
```
53
Properties=species:S:1:pos:R:3:forces:R:3
C -4.892 -3.125 0.018 -0.03 0.05 0.00
C -3.607 -2.357 0.050 0.04 0.02 0.04
C -2.770 -2.313 -1.058 0.00 0.03 0.00
C -1.605 -1.568 -1.039 0.03 0.03 0.11
C -1.256 -0.838 0.090 -0.10 -0.17 0.06
C 0.002 -0.008 0.118 0.19 -0.15 0.11
C 1.151 -0.876 -0.447 -0.40 -0.02 0.50
O 1.622 -0.686 -1.550 0.09 -0.01 -0.41
N 1.512 -1.854 0.395 0.11 -0.25 0.24
C 2.543 -2.863 0.137 0.18 -0.12 -0.22
C 2.142 -3.679 -1.094 0.04 0.12 0.12
C 2.613 -3.758 1.372 -0.06 0.18 -0.20
C 3.887 -2.169 -0.093 -0.16 -0.04 0.02
N -0.097 1.227 -0.645 -0.29 -0.09 0.10
C -1.292 1.529 -1.411 0.01 0.34 -0.37
C -2.512 1.632 -0.562 -0.18 0.25 0.22
C -3.762 1.166 -0.826 0.32 0.13 -0.10
C -4.689 1.454 0.200 -0.11 0.10 0.18
C -4.129 2.136 1.229 0.27 0.11 0.10
S -2.459 2.453 0.962 -0.28 -0.21 -0.36
C 0.962 2.052 -0.804 -0.12 0.22 -0.07
O 0.925 3.051 -1.504 0.28 0.05 -0.05
C 2.224 1.720 -0.089 1.36 0.72 -0.70
C 3.455 2.083 -0.594 0.06 -0.18 0.35
S 4.654 1.563 0.487 -0.80 0.33 -0.67
N 3.510 0.938 1.512 1.05 -0.49 1.16
N 2.334 1.087 1.095 -0.98 -0.04 0.33
C -2.068 -0.914 1.215 0.11 -0.04 -0.05
C -3.232 -1.657 1.191 0.01 -0.07 -0.04
H -5.074 -3.616 0.971 -0.06 -0.06 0.03
H -5.723 -2.445 -0.172 -0.11 -0.02 -0.01
H -4.880 -3.874 -0.770 -0.05 -0.07 -0.03
H -3.033 -2.867 -1.947 -0.03 -0.08 -0.09
H -0.962 -1.554 -1.906 0.09 0.01 -0.13
H 0.236 0.251 1.158 -0.09 -0.22 -0.23
H 1.078 -1.879 1.304 -0.07 0.10 -0.03
H 2.073 -3.027 -1.960 0.00 0.01 -0.09
H 2.884 -4.448 -1.292 0.10 -0.12 -0.02
H 1.176 -4.153 -0.935 -0.09 -0.08 0.02
H 3.363 -4.531 1.228 0.07 -0.07 -0.01
H 1.654 -4.239 1.551 -0.11 -0.08 0.04
H 2.887 -3.174 2.248 0.04 0.06 0.14
H 4.153 -1.571 0.776 0.04 0.02 0.08
H 4.666 -2.907 -0.265 0.12 -0.12 -0.02
H 3.821 -1.520 -0.962 0.05 0.06 -0.06
H -1.454 0.776 -2.189 0.00 0.11 0.05
H -1.084 2.489 -1.900 -0.10 -0.32 0.05
H -4.012 0.625 -1.721 0.02 -0.15 -0.19
H -5.723 1.161 0.170 -0.20 -0.04 0.04
H -4.590 2.480 2.133 -0.16 0.05 0.18
H 3.664 2.596 -1.509 -0.06 0.15 -0.26
H -1.797 -0.371 2.109 0.03 0.08 0.06
H -3.861 -1.692 2.068 -0.07 -0.01 0.10
```
Positions in Å, forces in eV/Å.

Output
Relative energy (zero: lowest compared OMol25 entry of this formula, charge and spin) ... 0.0 kcal per mole
E ... -1980.5244 a.u.
Molar mass ... 428.583 g mol⁻¹

3.
DFT (the ωB97M-V functional and the def2-TZVPD basis) results for one molecule with the formula C21H24N4O3 at a distorted geometry.

XYZ file:
```
52
Properties=species:S:1:pos:R:3:forces:R:3
C -5.544 -1.616 -0.041 0.32 0.22 0.24
C -4.268 -1.051 0.562 -0.08 -0.12 -0.10
O -4.613 0.073 1.355 -0.26 -0.10 -0.22
C -3.596 0.540 2.200 0.41 0.12 0.20
C -2.385 1.125 1.464 -0.52 -0.03 -0.11
C -2.814 2.207 0.468 -0.05 -0.38 0.04
N -1.722 2.595 -0.397 -0.10 0.34 0.36
C -1.433 1.893 -1.505 0.53 0.53 -0.19
O -2.121 1.007 -1.965 -0.26 -0.45 -0.18
C -0.088 2.298 -2.138 -0.42 0.05 -0.09
N 0.972 1.664 -1.374 0.26 0.53 0.47
N 1.316 0.456 -1.808 0.29 -1.02 -0.45
C 2.155 -0.277 -1.159 -0.15 0.32 -0.38
C 2.325 -1.672 -1.689 -0.11 0.05 0.06
C 1.378 -2.567 -0.927 -0.02 -0.27 0.08
C 0.008 -2.325 -0.971 0.07 -0.10 0.04
C -0.835 -3.142 -0.237 -0.02 0.27 -0.21
N -0.408 -4.145 0.513 -0.32 -0.36 0.30
C 0.891 -4.378 0.549 0.28 -0.04 0.03
C 1.825 -3.624 -0.146 -0.14 0.08 -0.08
C 2.788 0.185 0.048 -0.05 0.61 0.36
C 3.722 -0.550 0.789 -0.05 -0.03 -0.09
C 4.281 -0.019 1.929 0.02 -0.06 -0.02
C 3.928 1.257 2.367 -0.05 0.06 -0.03
C 3.006 1.994 1.661 -0.06 0.06 -0.07
C 2.432 1.470 0.501 0.24 -0.43 0.08
C 1.422 2.246 -0.213 -0.11 0.00 -0.19
O 0.971 3.322 0.163 0.15 0.19 0.14
H -6.232 -1.909 0.747 -0.08 -0.06 0.05
H -5.312 -2.481 -0.656 -0.01 -0.10 -0.09
H -6.024 -0.860 -0.656 -0.07 0.05 -0.11
H -3.775 -1.807 1.192 0.01 0.07 -0.05
H -3.578 -0.759 -0.242 0.02 -0.01 0.09
H -3.252 -0.268 2.866 -0.09 0.10 -0.02
H -4.071 1.316 2.805 0.08 -0.07 0.06
H -1.870 0.331 0.919 0.08 0.01 -0.01
H -1.689 1.537 2.198 0.06 -0.03 0.02
H -3.612 1.810 -0.164 0.03 0.14 0.12
H -3.180 3.090 0.994 -0.05 -0.02 -0.05
H -1.004 3.203 -0.015 -0.01 -0.11 -0.21
H 0.051 3.379 -2.108 0.02 -0.11 -0.02
H -0.039 1.915 -3.157 -0.02 0.06 0.18
H 3.353 -2.019 -1.592 0.00 -0.03 -0.05
H 2.043 -1.668 -2.743 0.12 0.03 0.04
H -0.386 -1.513 -1.564 -0.10 0.10 -0.05
H -1.906 -2.987 -0.248 -0.08 0.09 -0.06
H 1.200 -5.210 1.169 0.11 -0.06 0.03
H 2.875 -3.865 -0.082 0.11 -0.02 0.01
H 4.005 -1.540 0.466 0.02 -0.11 -0.03
H 5.000 -0.595 2.491 0.05 -0.06 0.03
H 4.378 1.661 3.261 0.03 0.04 0.07
H 2.706 2.982 1.976 -0.02 0.07 0.04
```
Positions in Å, forces in eV/Å.

Output
Relative energy (zero: lowest compared OMol25 entry of this formula, charge and spin) ... 38.8 kcal per mole
E ... -1259.4016 a.u.
Molar mass ... 380.448 g mol⁻¹